A molecular structure, C18H29F3MgN4O4PS3 at a distorted geometry, computed with ωB97M-V/def2-TZVPD.

Each line ends with the natural charge from an NBO analysis.
Atoms and positions in Å:
S1 1.011 -1.006 1.672  -0.844
S2 1.667 -1.253 -2.397  -0.313
S3 4.055 -1.955 2.897  -0.683
P1 2.146 -1.626 3.191  1.663
Mg1 0.124 0.537 -1.787  1.740
F1 0.869 -4.344 -5.598  -0.346
F2 1.238 -4.137 -3.484  -0.310
F3 2.564 -3.187 -4.919  -0.320
O1 1.586 -2.996 3.846  -0.845
O2 -2.265 3.185 0.064  -0.683
O3 1.870 -0.660 4.493  -0.861
O4 -0.965 1.880 -1.190  -0.988
N1 -0.414 -0.244 -3.622  -0.653
N2 1.279 2.130 -2.900  -0.531
N3 -1.142 -0.905 -0.786  -0.951
N4 -0.191 4.029 -3.491  -0.467
C1 0.401 -2.244 -4.655  -0.240
C2 -2.387 -0.362 -0.215  -0.210
C3 0.635 -2.997 6.079  -0.629
C4 1.276 -3.463 -4.641  0.984
C5 1.958 0.774 4.578  0.129
C6 0.403 -3.291 4.601  0.128
C7 -0.868 -2.628 4.092  -0.641
C8 -0.774 4.064 -4.823  -0.390
C9 -1.769 2.095 -0.195  0.805
C10 0.569 3.008 -3.165  0.543
C11 -2.097 0.865 0.650  -0.540
C12 3.019 1.412 3.690  -0.652
C13 0.588 1.403 4.341  -0.634
C14 -1.353 -0.973 -5.688  -0.339
C15 -0.894 4.765 -2.437  -0.399
C16 -0.501 -2.077 -5.678  -0.111
C17 -1.279 -0.107 -4.620  0.075
C18 0.499 -1.259 -3.617  0.068
H1 -0.160 0.928 4.980  0.203
H2 -2.910 -1.113 0.387  0.181
H3 -0.157 -3.451 6.679  0.190
H4 -2.059 -0.812 -6.490  0.216
H5 0.305 -4.375 4.485  0.170
H6 -3.046 -0.081 -1.042  0.183
H7 0.298 1.268 3.301  0.231
H8 -1.950 0.744 -4.540  0.191
H9 3.992 0.962 3.872  0.234
H10 0.616 2.472 4.564  0.197
H11 3.064 2.484 3.895  0.197
H12 -2.936 1.094 1.303  0.224
H13 1.593 -3.418 6.387  0.217
H14 -1.322 -1.775 -1.273  0.382
H15 0.654 -1.924 6.256  0.220
H16 -0.511 -1.151 -0.017  0.419
H17 -1.966 4.573 -2.494  0.208
H18 -1.809 3.706 -4.802  0.191
H19 -0.794 -1.546 4.189  0.221
H20 -0.770 5.090 -5.195  0.201
H21 -0.715 5.836 -2.552  0.187
H22 -1.220 0.648 1.271  0.252
H23 -0.194 3.439 -5.497  0.220
H24 -1.726 -2.986 4.668  0.195
H25 2.771 1.264 2.639  0.233
H26 -0.565 4.427 -1.461  0.262
H27 -1.015 -2.862 3.039  0.226
H28 2.234 0.947 5.624  0.166
H29 -0.560 -2.817 -6.465  0.228

The calculation puts the highest occupied orbital energy at -0.158 Ha. Its relative energy (zero: lowest compared OMol25 entry of this formula, charge and spin) is 130.0 kJ/mol. The calculation puts the gap between HOMO and LUMO at 6.40 eV. As for the charge: -1. As for the multiplicity: 1.

=====

2 unconnected molecules or ions with the total composition C6H16 at a distorted geometry, computed with ωB97M-V/def2-TZVPD.

Each line ends with the natural charge from an NBO analysis.
Atoms and positions in Å:
C1 1.222 0.599 1.805  -0.613
C2 0.216 -0.033 -1.489  -0.617
C3 -2.271 0.615 -1.292  -0.606
C4 -1.382 -1.696 -0.637  -0.617
C5 -1.083 -0.182 -0.684  -0.222
C6 2.738 0.731 1.981  -0.613
H1 2.920 0.216 2.940  0.200
H2 0.739 1.201 1.034  0.205
H3 -2.312 0.136 -2.276  0.194
H4 -3.240 0.598 -0.808  0.212
H5 -1.732 -2.058 0.330  0.212
H6 1.008 -0.366 1.327  0.200
H7 2.965 1.771 2.212  0.204
H8 0.966 -0.613 -0.942  0.206
H9 0.745 0.626 2.784  0.208
H10 0.583 0.964 -1.756  0.213
H11 0.202 -0.568 -2.441  0.205
H12 -0.463 -2.235 -0.862  0.208
H13 -2.238 -1.913 -1.292  0.210
H14 -0.979 0.300 0.287  0.199
H15 -1.986 1.656 -1.477  0.204
H16 3.381 0.250 1.254  0.210

The calculation puts the highest occupied orbital energy at -0.397 Ha. Its relative energy (zero: lowest compared OMol25 entry of this formula, charge and spin) is 83.5 kJ/mol. As for the structure (SMILES): CC(C)C.CC. The calculation puts the gap between HOMO and LUMO at 11.86 eV. As for the charge: 0. As for the multiplicity: 1.

=====

3 unconnected molecules or ions with the total composition C16H41N3O5 at a distorted geometry, computed with ωB97M-V/def2-TZVPD.

Each line ends with the natural charge from an NBO analysis.
Atoms and positions in Å:
O1 1.080 4.479 -6.414  -0.538
O2 5.391 6.685 -3.633  -0.546
O3 -3.873 -7.555 4.063  -0.560
O4 -0.562 1.319 -0.319  -0.542
O5 -0.986 -4.077 5.677  -0.578
N1 -2.499 -0.915 1.659  -0.819
N2 2.527 6.387 -4.238  -0.642
N3 -1.080 -6.133 3.638  -0.649
C1 1.215 5.713 -4.258  -0.237
C2 0.111 -5.782 4.380  -0.228
C3 0.713 0.734 -0.162  -0.260
C4 -2.861 -0.694 -0.605  -0.620
C5 4.359 7.345 -2.801  -0.075
C6 -2.973 -7.641 2.864  -0.076
C7 0.215 4.188 -7.450  -0.242
C8 -1.070 -2.752 6.305  -0.241
C9 -1.834 -0.491 0.477  -0.093
C10 -4.410 -8.844 4.377  -0.250
C11 -1.397 -7.525 3.219  -0.232
C12 0.628 5.563 -5.635  -0.068
C13 6.363 7.636 -4.029  -0.251
C14 3.029 6.516 -2.885  -0.230
C15 0.097 -4.292 4.747  -0.062
C16 -1.456 0.950 0.702  -0.058
H1 -0.097 -2.620 6.779  0.167
H2 4.617 7.481 -1.750  0.172
H3 -4.798 -8.805 5.395  0.190
H4 3.262 5.504 -2.551  0.170
H5 6.030 8.646 -4.266  0.172
H6 -2.371 1.543 0.690  0.200
H7 1.509 1.269 -0.680  0.195
H8 0.859 1.050 0.871  0.165
H9 -0.757 3.787 -7.164  0.162
H10 -0.792 -7.860 2.376  0.189
H11 0.821 -0.340 -0.313  0.170
H12 -5.264 -9.035 3.727  0.170
H13 0.797 6.442 -6.257  0.171
H14 -3.624 -9.599 4.341  0.169
H15 -0.993 1.161 1.666  0.163
H16 -1.193 -2.045 5.485  0.169
H17 -1.128 -8.132 4.082  0.173
H18 4.093 8.346 -3.141  0.171
H19 0.179 -6.332 5.319  0.166
H20 -1.049 -1.224 0.291  0.168
H21 -0.024 -3.647 3.877  0.174
H22 0.763 3.466 -8.057  0.193
H23 -2.372 -0.688 -1.579  0.216
H24 -2.852 -1.831 1.424  0.349
H25 0.950 -6.107 3.766  0.193
H26 3.267 5.990 -4.799  0.375
H27 0.969 -4.114 5.376  0.171
H28 7.037 7.861 -3.202  0.159
H29 -1.833 -1.144 2.383  0.344
H30 0.009 5.082 -8.038  0.157
H31 6.843 7.047 -4.810  0.199
H32 2.316 7.097 -2.300  0.191
H33 -3.662 0.044 -0.576  0.214
H34 -0.456 5.514 -5.533  0.162
H35 -3.261 -1.698 -0.746  0.210
H36 1.262 4.730 -3.789  0.177
H37 -3.358 -6.913 2.150  0.196
H38 -3.182 -8.590 2.370  0.175
H39 -1.891 -5.778 4.125  0.373
H40 0.511 6.301 -3.670  0.195
H41 -1.861 -2.673 7.051  0.202

The calculation puts the highest occupied orbital energy at -0.312 Ha. Its relative energy (zero: lowest compared OMol25 entry of this formula, charge and spin) is 136.0 kJ/mol. As for the structure (SMILES): COC[C@H](C)N.COCCNCCOC.COCCNCCOC. The calculation puts the gap between HOMO and LUMO at 9.21 eV. As for the charge: 0. As for the multiplicity: 1.

=====

A molecular structure, C4H9NO at a distorted geometry, computed with ωB97M-V/def2-TZVPD.

Each line ends with the natural charge from an NBO analysis.
Atoms and positions in Å:
O1 1.357 0.466 -1.200  -0.793
N1 2.239 -0.259 0.832  -0.905
C1 -0.581 0.746 0.971  -0.689
C2 -1.548 -0.819 -0.829  -0.328
C3 2.251 -0.091 -0.487  0.431
C4 -1.766 0.377 0.013  -0.075
H1 -0.394 -0.111 1.664  0.273
H2 -1.307 0.336 -1.218  0.338
H3 3.257 -0.289 -0.891  0.074
H4 -0.926 -1.691 -0.574  0.285
H5 0.272 0.925 0.306  0.333
H6 3.098 -0.625 1.187  0.326
H7 -2.858 0.525 0.204  0.273
H8 -0.783 1.600 1.612  0.227
H9 -2.311 -1.089 -1.593  0.230

The calculation puts the highest occupied orbital energy at -0.271 Ha. Its relative energy (zero: lowest compared OMol25 entry of this formula, charge and spin) is 651.3 kJ/mol. The calculation puts the gap between HOMO and LUMO at 5.23 eV. As for the charge: 0. As for the multiplicity: 1.

=====

A molecular structure, F8Li3N4O16S8 at a distorted geometry, computed with ωB97M-V/def2-TZVPD.

Each line ends with the natural charge from an NBO analysis.
Atoms and positions in Å:
S1 -1.982 -2.340 -2.763  2.361
S2 1.967 2.065 -3.422  2.331
S3 -2.572 1.899 2.818  2.390
S4 2.487 -1.749 3.449  2.272
S5 -4.043 0.340 1.954  2.330
S6 3.708 -0.108 2.365  2.382
S7 -1.148 -4.155 -1.440  2.440
S8 1.563 4.073 -2.187  2.428
F1 -0.854 -2.443 -3.926  -0.518
F2 3.975 0.106 0.810  -0.538
F3 -0.259 -4.462 -0.173  -0.522
F4 0.892 1.951 -4.618  -0.499
F5 -1.207 2.745 2.644  -0.523
F6 -4.407 -0.174 0.460  -0.512
F7 0.515 4.612 -1.093  -0.532
F8 0.914 -2.196 3.267  -0.515
O1 -2.894 -3.324 -3.294  -0.800
O2 -2.478 -4.509 -0.952  -0.893
O3 2.831 4.046 -1.448  -0.898
O4 -3.806 -0.880 2.740  -0.845
O5 4.992 -0.701 2.817  -0.857
O6 -2.344 -0.925 -2.825  -0.928
O7 -3.493 3.022 2.954  -0.886
O8 1.403 5.088 -3.217  -0.897
O9 2.168 0.686 -3.033  -0.945
O10 -2.211 1.085 3.929  -0.869
O11 3.057 2.737 -4.219  -0.796
O12 -5.234 1.088 2.239  -0.843
O13 2.375 -0.848 4.613  -0.816
O14 3.236 1.192 2.875  -0.866
O15 3.116 -3.109 3.571  -0.846
O16 -0.546 -5.077 -2.317  -0.920
N1 -0.775 -2.669 -1.571  -1.191
N2 -2.597 1.157 1.449  -1.215
N3 0.859 2.780 -2.300  -1.167
N4 2.579 -0.988 1.886  -1.189
Li1 -1.981 2.128 -1.371  0.976
Li2 2.212 -2.033 -0.913  0.975
Li3 -0.019 -0.110 0.240  0.944

The calculation puts the highest occupied orbital energy at -0.325 Ha. Its relative energy (zero: lowest compared OMol25 entry of this formula, charge and spin) is 1200.6 kJ/mol. The calculation puts the gap between HOMO and LUMO at 7.32 eV. As for the charge: -1. As for the multiplicity: 1.